# 1
{
  "formula": "C29H61Cl26P",
  "method": "wB97M-V/def2-TZVPD",
  "molar_mass_g_mol": 1362.56,
  "e_lumo_ev": 0.352,
  "e_tot_ha": -13447.80951,
  "elements": ["C", "C", "C", "C", "C", "C", "C", "C", "C", "C", "C", "C", "C", "C", "C", "C", "P", "H", "H", "H", "H", "H", "H", "H", "H", "H", "H", "H", "H", "H", "H", "H", "H", "H", "H", "H", "H", "H", "H", "H", "H", "H", "H", "H", "H", "H", "H", "H", "H", "H", "H", "H", "C", "Cl", "Cl", "H", "H", "C", "Cl", "Cl", "H", "H", "C", "Cl", "Cl", "H", "H", "C", "Cl", "Cl", "H", "H", "C", "Cl", "Cl", "H", "H", "C", "Cl", "Cl", "H", "H", "C", "Cl", "Cl", "H", "H", "C", "Cl", "Cl", "H", "H", "C", "Cl", "Cl", "H", "H", "C", "Cl", "Cl", "H", "H", "C", "Cl", "Cl", "H", "H", "C", "Cl", "Cl", "H", "H", "C", "Cl", "Cl", "H", "H"],
  "coordinates": [[4.0791, -4.9263, -0.2423], [2.8381, -4.0351, -0.1911], [3.1439, -2.5301, -0.1920], [2.4104, -1.7419, 0.8879], [3.1887, -0.4955, 1.3338], [2.3376, 0.7612, 1.5206], [0.9541, 0.5059, 2.1284], [-0.1490, 0.7866, 1.1351], [-1.5311, 0.3404, 1.6126], [-2.4125, -0.3104, 0.5240], [-3.6101, 0.5161, 0.1041], [-4.6602, -0.2856, -0.6829], [-6.0612, -0.0989, -0.1164], [-6.2853, -0.9614, 1.1193], [-7.1347, -2.1769, 0.8097], [-7.0498, -3.2532, 1.8883], [-6.3357, -4.7933, 1.1790], [4.2546, -5.4310, 0.6974], [4.0099, -5.6792, -1.0133], [4.9660, -4.3389, -0.4453], [2.2586, -4.2790, 0.6878], [2.2186, -4.2685, -1.0458], [2.8835, -2.1319, -1.1642], [4.2097, -2.4069, -0.0487], [2.3239, -2.4071, 1.7343], [1.4352, -1.4700, 0.5069], [3.7492, -0.7152, 2.2359], [3.9192, -0.2787, 0.5651], [2.2321, 1.2505, 0.5629], [2.8755, 1.4304, 2.1745], [0.8113, 1.1926, 2.9559], [0.8567, -0.4964, 2.5275], [-0.1535, 1.8457, 0.8908], [0.0980, 0.2866, 0.2054], [-1.3746, -0.3969, 2.3914], [-2.0798, 1.1780, 2.0270], [-1.8096, -0.5795, -0.3349], [-2.8117, -1.2333, 0.9298], [-4.0896, 0.9003, 0.9955], [-3.2952, 1.3510, -0.5051], [-4.6571, 0.0153, -1.7237], [-4.4303, -1.3415, -0.6071], [-6.7731, -0.3748, -0.8854], [-6.2471, 0.9444, 0.1140], [-6.7913, -0.3821, 1.8845], [-5.3342, -1.3044, 1.5031], [-8.1696, -1.8986, 0.6624], [-6.7847, -2.5748, -0.1404], [-6.3625, -2.9400, 2.6609], [-8.0138, -3.4453, 2.3329], [-7.1358, -4.9144, 0.0290], [-6.9091, -5.7782, 2.0015], [1.5410, 4.7540, 5.1669], [1.4348, 4.6626, 3.4079], [3.0215, 3.9957, 5.7812], [1.5390, 5.7949, 5.4615], [0.6885, 4.2346, 5.5876], [-1.8288, 3.1875, -2.5779], [-1.4173, 1.6035, -3.2606], [-1.3431, 3.3091, -0.8893], [-1.3117, 3.9558, -3.1416], [-2.9021, 3.3211, -2.6431], [-2.0071, -0.4835, -6.3013], [-1.2708, -1.2168, -7.7330], [-1.6905, -1.4132, -4.8345], [-1.5936, 0.5091, -6.1711], [-3.0780, -0.4354, -6.4527], [2.1347, 6.5766, -1.0245], [1.9481, 6.0213, 0.6447], [0.6747, 6.3015, -1.9938], [2.3393, 7.6388, -1.0138], [2.9513, 6.0333, -1.4797], [-2.7518, 5.6912, 2.0233], [-2.6930, 5.5850, 3.7942], [-1.1353, 5.6968, 1.3313], [-3.2993, 4.8380, 1.6391], [-3.2482, 6.6162, 1.7571], [0.4649, -5.7351, -3.7894], [1.5715, -4.4320, -4.2442], [0.1576, -5.7619, -2.0486], [-0.4762, -5.5836, -4.3037], [0.9165, -6.6739, -4.0800], [-0.4265, 8.5931, 5.3220], [0.4988, 7.8504, 4.0124], [-0.1334, 7.8038, 6.8790], [-0.1362, 9.6326, 5.4072], [-1.4810, 8.5033, 5.0884], [2.9188, -8.8257, -5.3126], [2.7217, -8.8639, -3.5564], [1.4624, -8.2238, -6.1249], [3.7400, -8.1612, -5.5526], [3.1162, -9.8376, -5.6546], [5.7208, 7.1757, 1.4933], [4.5810, 7.6374, 2.7631], [4.9852, 7.2403, -0.1198], [6.5607, 7.8582, 1.5174], [6.0333, 6.1529, 1.6787], [-4.7410, 6.3623, 7.3310], [-3.0928, 5.8290, 7.6717], [-4.7844, 7.9944, 6.6503], [-5.1803, 5.6805, 6.6136], [-5.3019, 6.3611, 8.2570], [7.8552, 3.0550, 2.5951], [6.7283, 4.3717, 2.9542], [9.0047, 3.4944, 1.3277], [8.4060, 2.8227, 3.4975], [7.2819, 2.1990, 2.2620], [3.0183, -2.2889, -7.5955], [2.9024, -3.7441, -8.5933], [3.7425, -2.6182, -6.0189], [3.6353, -1.5654, -8.1129], [2.0196, -1.9005, -7.4382], [3.0202, -13.2637, -5.2983], [4.1044, -11.9496, -5.7916], [2.7198, -13.2553, -3.5617], [2.0773, -13.1374, -5.8152], [3.4845, -14.2037, -5.5680]],
  "atomic_forces_ev_per_a": [[0.0, 0.1, 0.0], [0.1, 0.1, -0.3], [-0.1, -0.4, 0.2], [0.7, 0.1, -0.2], [-0.4, 0.1, -0.4], [0.0, -0.6, 0.5], [0.1, 0.8, 0.0], [-0.3, -0.1, -0.1], [0.1, -0.2, -0.7], [0.0, 0.2, 0.5], [-0.2, -0.5, -0.4], [-0.1, 0.5, 0.3], [0.1, 0.0, -0.2], [-0.6, 0.3, -0.2], [0.3, -0.2, 0.0], [-0.2, -0.3, -0.2], [1.0, 0.1, -0.1], [0.0, -0.2, 0.3], [-0.1, -0.3, -0.2], [0.3, 0.1, -0.1], [-0.3, -0.1, 0.3], [-0.2, 0.0, -0.1], [0.2, 0.3, -0.3], [0.4, 0.2, 0.0], [-0.5, -0.1, 0.4], [-0.4, 0.0, 0.2], [0.1, -0.1, 0.2], [0.4, 0.1, -0.2], [-0.1, 0.3, -0.3], [0.3, 0.4, 0.1], [0.0, 0.0, 0.4], [0.1, -0.3, 0.1], [0.1, 0.1, 0.0], [0.0, -0.2, -0.4], [-0.1, -0.1, 0.4], [-0.1, 0.2, 0.4], [0.1, -0.1, -0.3], [0.0, -0.4, 0.0], [-0.1, 0.3, 0.3], [0.1, 0.4, 0.0], [0.2, -0.1, -0.3], [0.2, -0.4, -0.3], [-0.4, -0.1, -0.1], [0.1, 0.3, 0.0], [0.1, 0.1, 0.4], [0.4, 0.0, 0.3], [-0.3, 0.2, -0.1], [0.0, -0.1, -0.3], [0.1, 0.1, 0.4], [-0.3, 0.0, 0.2], [-0.4, -0.2, 0.1], [-0.3, -0.1, -0.1], [0.0, -0.1, 0.0], [0.0, -0.2, 0.1], [0.0, 0.0, 0.0], [0.0, 0.0, 0.0], [0.0, 0.0, 0.0], [0.0, 0.0, 0.0], [-0.1, 0.0, 0.0], [-0.1, 0.1, -0.2], [0.1, 0.0, 0.0], [0.0, -0.1, 0.0], [0.0, 0.1, 0.1], [0.0, 0.0, 0.0], [0.0, -0.1, 0.0], [0.1, 0.0, 0.0], [0.0, -0.1, 0.0], [-0.1, -0.1, 0.0], [0.1, 0.1, -0.3], [0.0, 0.0, 0.0], [-0.1, 0.0, 0.0], [0.0, -0.1, 0.0], [0.0, 0.0, 0.0], [-0.1, 0.0, 0.1], [-0.2, 0.2, 0.0], [0.0, -0.1, 0.1], [0.0, 0.0, 0.0], [0.0, 0.0, 0.0], [-0.1, -0.1, 0.0], [-0.1, -0.1, 0.0], [0.0, 0.1, 0.0], [0.0, 0.0, 0.1], [-0.1, 0.0, -0.1], [0.0, 0.1, 0.0], [0.1, 0.0, 0.0], [0.1, 0.0, 0.0], [0.0, -0.1, 0.0], [0.0, 0.0, 0.0], [0.0, 0.0, 0.0], [0.0, -0.1, -0.1], [0.0, 0.1, 0.0], [-0.2, 0.3, 0.1], [-0.1, -0.1, 0.1], [0.0, 0.0, 0.0], [0.4, 0.2, 0.0], [0.0, 0.0, 0.0], [-0.1, 0.3, -0.2], [0.0, -0.1, 0.0], [0.0, 0.0, 0.0], [0.0, 0.0, 0.0], [0.0, 0.0, -0.1], [0.0, 0.1, 0.0], [0.0, 0.0, 0.0], [0.1, -0.3, 0.3], [0.0, 0.0, 0.0], [0.0, 0.1, 0.0], [0.0, 0.0, 0.0], [-0.1, 0.0, 0.0], [0.0, 0.0, 0.0], [0.1, 0.1, 0.0], [0.1, 0.0, 0.0], [-0.1, 0.0, 0.0], [-0.1, 0.0, 0.0], [0.2, -0.3, -0.1], [0.0, 0.0, 0.0], [0.0, 0.1, 0.0], [0.1, 0.0, 0.0]]
}


# 2
{
  "formula": "C29H61CrN2O29",
  "method": "wB97M-V/def2-TZVPD",
  "molar_mass_g_mol": 953.79,
  "spin_multiplicity": 5,
  "e_lumo_ev": [-2.012, -2.130],
  "e_tot_ha": -4477.18936,
  "e_above_lowest_ev": 0.0000,
  "total_charge": 1,
  "elements": ["Cr", "C", "C", "C", "O", "H", "H", "H", "H", "H", "H", "H", "C", "O", "C", "O", "O", "C", "H", "H", "H", "H", "H", "H", "C", "O", "C", "O", "O", "C", "H", "H", "H", "H", "H", "H", "C", "O", "C", "O", "O", "C", "H", "H", "H", "H", "H", "H", "C", "O", "C", "O", "O", "C", "H", "H", "H", "H", "H", "H", "C", "O", "C", "O", "O", "C", "H", "H", "H", "H", "H", "H", "C", "O", "C", "O", "O", "C", "H", "H", "H", "H", "H", "H", "C", "O", "C", "O", "O", "C", "H", "H", "H", "H", "H", "H", "C", "O", "C", "O", "O", "C", "H", "H", "H", "H", "H", "H", "C", "N", "O", "O", "H", "H", "H", "C", "N", "O", "O", "H", "H", "H"],
  "coordinates": [[-0.4815, 15.8029, -6.3431], [0.4301, 16.7244, -10.3417], [-0.5193, 15.7094, -9.7453], [-0.3160, 14.3067, -10.3005], [-0.5267, 15.6934, -8.3854], [1.4860, 16.5302, -10.1074], [0.2764, 17.7262, -9.9294], [0.3572, 16.8062, -11.4330], [-1.5267, 15.9917, -10.1483], [-0.2781, 14.2477, -11.3988], [-1.0877, 13.6186, -9.9442], [0.6337, 13.8509, -9.9916], [-0.1689, 14.0119, -14.9301], [0.2835, 15.2926, -15.4332], [0.4500, 15.3978, -16.7349], [0.2905, 14.5467, -17.5314], [0.7247, 16.6631, -16.9962], [1.1367, 17.0011, -18.3008], [0.7020, 13.3784, -14.7573], [-0.8767, 13.5475, -15.6108], [-0.6689, 14.2421, -13.9946], [0.6867, 16.3044, -19.0106], [2.2143, 16.8988, -18.4419], [0.8419, 18.0162, -18.5313], [-2.2244, 12.1439, -7.0002], [-1.2233, 11.6887, -6.1025], [-0.3535, 12.5460, -5.6758], [-0.4120, 13.7355, -5.8020], [0.5564, 11.8970, -5.0167], [1.4030, 12.6631, -4.1530], [-2.8921, 11.3258, -7.2420], [-1.7956, 12.5617, -7.9172], [-2.8327, 12.9637, -6.6020], [0.8362, 13.4459, -3.6415], [2.2429, 13.1057, -4.6879], [1.7941, 12.0365, -3.3565], [-2.1675, 10.6741, -12.9283], [-3.0900, 11.3519, -12.0554], [-3.3226, 12.5964, -12.3865], [-2.9258, 13.1403, -13.3725], [-4.0300, 13.1737, -11.4246], [-4.1852, 14.5875, -11.5467], [-2.6749, 10.3026, -13.8172], [-1.8222, 9.8148, -12.3703], [-1.3160, 11.3077, -13.1641], [-4.6156, 14.8199, -12.5229], [-3.2267, 15.1189, -11.5296], [-4.8025, 14.9297, -10.7317], [3.3173, 17.7277, -5.2539], [3.7264, 16.4744, -5.8237], [2.7752, 15.6940, -6.3020], [1.6098, 15.9976, -6.3573], [3.2853, 14.5718, -6.7317], [2.4845, 13.8535, -7.6742], [2.6169, 17.5159, -4.4459], [2.9286, 18.4206, -5.9959], [4.1770, 18.2041, -4.7906], [1.5445, 13.4725, -7.2768], [3.0359, 12.9578, -7.9464], [2.2622, 14.4505, -8.5542], [-0.9314, 20.8361, -4.2553], [-0.6209, 19.4690, -4.5240], [-0.4824, 19.0556, -5.7720], [-0.4995, 17.8807, -6.0520], [-0.2225, 19.9814, -6.6242], [-0.1950, 19.6271, -8.0242], [-1.9514, 21.1095, -4.5226], [-0.2333, 21.5035, -4.7561], [-0.8290, 21.0671, -3.1974], [0.6078, 18.9013, -8.1788], [0.0122, 20.4815, -8.6550], [-1.1435, 19.1609, -8.2880], [3.1618, 10.9812, -10.1244], [2.3875, 9.8367, -9.7511], [1.6045, 9.9791, -8.7067], [1.5482, 10.9428, -8.0036], [0.9178, 8.8651, -8.5656], [-0.2153, 8.9629, -7.6821], [2.5455, 11.6456, -10.7258], [3.9873, 10.5674, -10.6922], [3.5435, 11.5041, -9.2521], [0.1644, 9.2389, -6.6976], [-0.7789, 8.0435, -7.6582], [-0.8163, 9.8137, -8.0061], [6.2536, 17.1795, -7.1763], [5.4805, 16.6673, -8.2671], [4.8827, 17.5629, -9.0208], [4.8458, 18.7144, -8.8176], [4.3099, 16.9371, -10.0354], [3.9884, 17.6516, -11.1730], [7.1960, 17.5310, -7.6088], [6.4987, 16.3747, -6.4924], [5.8329, 18.0033, -6.6065], [4.3617, 18.6751, -11.1738], [2.9103, 17.6578, -11.2896], [4.3952, 17.2174, -12.0884], [-3.9045, 16.7905, -3.7957], [-4.2409, 17.0387, -5.1664], [-3.6801, 16.3031, -6.0853], [-2.5466, 15.8912, -5.9968], [-4.4353, 16.2918, -7.1259], [-3.8968, 16.0102, -8.4533], [-4.7083, 17.1866, -3.1882], [-2.9499, 17.2431, -3.5313], [-3.8424, 15.7172, -3.6092], [-4.6686, 16.4640, -9.0674], [-3.7879, 14.9432, -8.6389], [-2.9328, 16.4852, -8.6326], [-2.1084, 18.9076, -12.0010], [-3.1352, 18.6060, -10.9896], [-4.1878, 18.1785, -11.3833], [-2.9085, 18.9020, -9.8363], [-1.7578, 17.9738, -12.4190], [-1.3105, 19.4650, -11.5221], [-2.5523, 19.6052, -12.7040], [1.7280, 18.3667, -13.8213], [2.5480, 18.6865, -15.0386], [1.9287, 19.0100, -16.0224], [3.7304, 18.4584, -14.9834], [0.7380, 18.1025, -14.1685], [1.7071, 19.3555, -13.3518], [2.1789, 17.6265, -13.1872]],
  "atomic_forces_ev_per_a": [[0.0, -0.1, -1.1], [1.0, 0.6, -0.1], [-0.9, -0.3, -0.3], [0.7, -0.8, -0.5], [0.0, 0.2, 0.9], [-0.1, -0.4, 0.0], [-0.4, -0.1, 0.0], [-0.1, -0.2, 0.0], [0.0, 0.1, 0.1], [-0.3, 0.2, 0.1], [-0.1, 0.2, 0.0], [0.0, 0.3, 0.2], [0.2, 0.5, -0.1], [-0.2, -0.3, 1.3], [-0.4, 1.2, 0.3], [0.0, -2.0, -1.5], [0.5, 1.0, 0.7], [0.1, -0.7, -1.3], [-0.1, -0.1, -0.1], [0.1, 0.0, -0.1], [0.0, -0.1, 0.0], [-0.2, 0.2, 0.0], [0.0, 0.1, 0.4], [-0.1, 0.1, 0.3], [-0.7, 1.1, -0.8], [-0.9, -0.8, -0.6], [-0.1, -1.2, 0.5], [-0.1, 2.2, -0.3], [1.0, -0.4, 1.0], [0.2, 0.6, 0.5], [0.2, -0.3, 0.1], [0.2, -0.3, 0.1], [0.2, -0.2, 0.4], [-0.1, 0.0, -0.3], [-0.1, -0.1, -0.2], [-0.1, -0.5, -0.3], [-0.1, -0.4, 0.2], [0.3, -1.0, 0.2], [0.0, 0.5, 0.3], [0.3, 0.6, -0.9], [-0.2, 0.2, 0.8], [0.2, 0.3, -1.0], [0.0, 0.3, -0.1], [0.0, -0.1, 0.2], [-0.2, 0.1, -0.2], [-0.3, 0.0, 0.2], [0.1, -0.3, 0.2], [-0.3, -0.2, 0.0], [-0.1, 0.0, 0.7], [0.1, 0.1, 0.0], [1.1, 0.1, -0.1], [-1.4, 0.5, 0.3], [0.2, 0.0, 0.0], [-0.4, -1.1, -0.5], [-0.3, 0.2, -0.2], [-0.2, -0.2, -0.1], [0.3, -0.3, -0.2], [0.1, 0.4, 0.3], [0.2, 0.3, 0.1], [0.1, 0.2, 0.1], [0.2, 1.3, 0.0], [-0.4, -0.4, 0.3], [0.5, -0.2, 0.7], [-0.3, -0.8, 0.2], [-0.1, 1.9, -1.0], [0.2, -1.2, -0.1], [0.0, -0.3, -0.3], [-0.1, -0.1, -0.2], [0.1, -0.7, 0.1], [-0.1, 0.0, 0.1], [-0.1, 0.5, 0.5], [0.1, 0.1, -0.1], [0.1, -0.3, 0.1], [0.5, 0.0, -0.6], [0.1, -0.7, -0.3], [-0.4, 1.2, 0.8], [-0.9, -0.9, -0.1], [0.7, 1.2, 0.5], [0.1, 0.1, -0.1], [0.0, 0.2, -0.2], [0.0, -0.1, 0.0], [-0.2, -0.3, 0.1], [0.2, -0.3, -0.3], [-0.2, -0.3, -0.1], [1.2, 0.2, -0.2], [0.1, -0.8, 1.0], [0.1, -1.7, -0.3], [-0.1, 3.2, 0.5], [0.4, -1.6, 0.2], [-0.5, 1.2, -1.6], [-0.1, 0.1, 0.2], [-0.3, -0.3, -0.2], [-0.5, 0.0, -0.4], [-0.1, 0.1, 0.4], [-0.2, 0.2, 0.1], [0.2, -0.5, 0.3], [0.4, -0.4, 0.2], [-1.1, 0.0, 1.1], [0.4, 1.6, -0.4], [1.3, -1.3, 0.2], [-0.3, -0.5, -1.0], [-0.2, 0.2, 0.1], [0.0, 0.2, -0.1], [0.0, 0.1, -0.1], [0.0, 0.0, -0.1], [0.2, -0.2, -0.3], [-0.2, 0.0, 0.2], [0.0, 0.1, 0.4], [0.6, 0.7, 0.1], [-0.2, 0.8, 0.1], [-0.5, -0.7, -0.3], [0.3, -0.1, 0.5], [-0.1, 0.0, -0.3], [0.1, -0.3, 0.2], [-0.2, -0.5, -0.4], [-0.2, 1.6, -0.3], [-0.8, -2.0, -0.1], [0.1, 0.8, -0.1], [0.7, 0.3, 0.1], [0.0, -0.1, -0.1], [-0.2, -0.3, 0.5], [0.3, -0.2, -0.1]]
}